Record 1
{"formula": "C15H28F6NO3P2Sc", "method": "wB97M-V/def2-TZVPD", "elements": ["Sc", "P", "P", "F", "F", "F", "F", "F", "F", "O", "O", "O", "N", "C", "C", "C", "C", "C", "C", "C", "C", "C", "C", "C", "C", "C", "C", "C", "H", "H", "H", "H", "H", "H", "H", "H", "H", "H", "H", "H", "H", "H", "H", "H", "H", "H", "H", "H", "H", "H", "H", "H", "H", "H", "H", "H"], "coordinates": [[0.193, -0.739, -0.066], [-2.290, -0.574, -0.599], [2.413, 1.743, 0.328], [-2.721, -1.058, 2.600], [-2.287, 0.006, 4.486], [-0.695, -2.351, 4.828], [-0.951, -3.006, 2.728], [1.033, -2.565, 3.507], [-1.994, 1.005, 2.568], [0.033, -0.600, 1.779], [-0.085, -3.006, 0.059], [-0.318, -3.779, -3.863], [0.240, 0.822, -1.749], [0.240, 1.796, -4.423], [-3.585, 0.653, -0.308], [-0.552, 0.730, -4.063], [0.970, 2.411, -3.399], [-1.815, -0.350, -2.268], [0.981, 1.897, -2.108], [1.726, 2.685, -1.045], [-3.153, -2.178, -0.550], [2.731, 2.880, 1.661], [-0.708, 0.410, -2.691], [-0.362, -0.655, 3.127], [-1.855, -0.195, 3.216], [0.499, 0.245, 3.989], [-0.266, -2.153, 3.559], [3.944, 0.970, -0.190], [0.012, -3.639, 0.832], [1.379, 0.899, 0.872], [4.771, 1.688, -0.085], [2.546, 3.272, -1.487], [-4.493, 0.257, -0.778], [-1.186, -3.476, -4.158], [2.733, 2.315, 2.601], [0.197, -3.523, -0.729], [0.329, -3.155, -4.253], [1.544, -0.085, 3.877], [1.542, 3.304, -3.608], [-4.126, -2.047, -1.040], [2.176, -0.586, 0.140], [0.381, 1.275, 3.613], [1.023, 3.405, -0.588], [0.179, 0.179, 5.038], [-2.553, -2.956, -1.045], [-2.363, -0.889, -3.048], [4.172, 0.106, 0.446], [0.246, 2.181, -5.442], [-3.269, 1.578, -0.806], [2.139, -1.377, 0.091], [3.710, 3.352, 1.507], [-3.317, -2.486, 0.494], [-3.779, 0.871, 0.753], [-1.205, 0.227, -4.776], [1.934, 3.633, 1.696], [3.912, 0.630, -1.230]], "nbo_charge": [0.8034, 0.8780, 1.2353, -0.3231, -0.3230, -0.3208, -0.3300, -0.3261, -0.3244, -0.8422, -0.9422, -0.9488, -0.6419, -0.1706, -0.9424, -0.2764, -0.3567, -0.8058, 0.2506, -0.7663, -0.9309, -1.0215, 0.2053, 0.1276, 0.9648, -0.6417, 0.9654, -0.9989, 0.5222, 0.0125, 0.2300, 0.2520, 0.2155, 0.4761, 0.2587, 0.5084, 0.4765, 0.2311, 0.2027, 0.2162, -0.0793, 0.2356, 0.2642, 0.2320, 0.2373, 0.2087, 0.2518, 0.2147, 0.2432, -0.0536, 0.2357, 0.2385, 0.2382, 0.2091, 0.2612, 0.2640], "total_energy_ev": -79222.33135, "homo_energy_ev": [-4.40, -3.29], "lumo_ev": [0.20, 0.30], "orbital_gap_ev": [4.595, 3.594], "de_lowest_kcal_mol": 96.95}

Record 2
{"formula": "C15H28N2O4S", "method": "wB97M-V/def2-TZVPD", "elements": ["S", "O", "O", "O", "O", "N", "N", "C", "C", "C", "C", "C", "C", "C", "C", "C", "C", "C", "C", "C", "C", "C", "H", "H", "H", "H", "H", "H", "H", "H", "H", "H", "H", "H", "H", "H", "H", "H", "H", "H", "H", "H", "H", "H", "H", "H", "H", "H", "H", "H"], "coordinates": [[0.103, -0.296, -1.307], [-0.812, 0.789, -1.104], [-3.346, -1.108, 1.892], [1.224, -0.410, -0.410], [0.953, 0.297, 3.059], [-0.710, -1.733, -1.311], [-1.178, -0.612, 1.550], [-1.246, 0.729, 2.076], [-2.153, -1.751, -1.436], [-0.595, -3.274, 0.637], [1.121, 1.223, -3.349], [2.365, 1.659, -2.578], [-0.081, -2.912, -0.769], [-2.241, -1.424, 1.487], [-2.781, -2.785, -0.500], [-2.040, -2.803, 0.844], [-0.314, 0.876, 3.295], [1.780, 1.256, 2.416], [-0.020, 2.349, 3.593], [2.709, 3.118, -2.852], [1.143, 2.640, 2.640], [0.718, -0.202, -3.020], [0.990, -2.712, -0.744], [-3.827, -2.529, -0.334], [-0.884, 2.985, 3.417], [-2.429, -1.971, -2.478], [-0.111, -0.541, -3.635], [-2.281, 0.919, 2.367], [1.862, 1.013, 1.351], [2.895, 3.275, -3.913], [-2.558, -3.503, 1.508], [-0.745, 0.336, 4.144], [-0.556, -4.360, 0.743], [0.056, -2.854, 1.404], [1.853, 3.347, 3.066], [1.549, -0.898, -3.087], [0.777, 3.047, 1.698], [-0.952, 1.422, 1.282], [2.772, 1.175, 2.870], [3.599, 3.409, -2.301], [0.285, 1.875, -3.087], [0.299, 2.458, 4.630], [-2.735, -3.779, -0.949], [2.187, 1.516, -1.512], [1.890, 3.765, -2.549], [3.208, 1.025, -2.862], [1.302, 1.315, -4.423], [-0.263, -3.741, -1.463], [-0.273, -0.876, 1.193], [-2.505, -0.747, -1.191]], "nbo_charge": [2.3302, -0.9504, -0.6538, -0.9711, -0.5331, -0.7167, -0.6265, -0.2647, -0.2276, -0.4251, -0.4152, -0.4004, -0.2247, 0.6832, -0.4041, -0.3076, 0.0927, -0.0852, -0.4259, -0.6003, -0.4413, -0.6293, 0.2381, 0.2464, 0.2154, 0.1872, 0.2352, 0.2408, 0.1925, 0.1990, 0.2419, 0.1935, 0.2200, 0.2207, 0.2158, 0.2336, 0.2067, 0.2070, 0.1791, 0.2113, 0.2255, 0.2112, 0.2012, 0.2146, 0.2043, 0.1941, 0.2110, 0.1920, 0.4203, 0.2388], "smiles": "CCCCS(=O)(=O)N1CCC(C(=O)NC[C@@H]2CCCO2)CC1", "total_energy_ev": -38015.17910, "homo_energy_ev": -9.03, "lumo_ev": 0.48, "orbital_gap_ev": 9.508, "de_lowest_kcal_mol": 7.81}

Record 3
{"formula": "C15H28N8O4PtS3", "method": "wB97M-V/def2-TZVPD", "elements": ["Pt", "S", "S", "S", "O", "O", "O", "O", "N", "N", "N", "N", "N", "N", "N", "N", "C", "C", "C", "C", "C", "C", "C", "C", "C", "C", "C", "C", "C", "C", "C", "H", "H", "H", "H", "H", "H", "H", "H", "H", "H", "H", "H", "H", "H", "H", "H", "H", "H", "H", "H", "H", "H", "H", "H", "H", "H", "H", "H"], "coordinates": [[1.451, 1.440, -0.284], [3.850, 1.575, 0.063], [1.362, 1.099, 2.138], [1.563, 3.608, -2.154], [0.624, 4.282, -2.993], [1.240, 3.713, -0.711], [1.346, 1.999, -2.327], [2.959, 3.722, -2.470], [1.534, -0.889, -0.507], [-0.977, 1.566, -0.285], [-2.966, 2.110, -1.575], [1.791, -1.444, -1.708], [-3.026, 0.289, 0.025], [1.467, -2.676, -1.701], [0.964, -2.951, -0.488], [-2.902, 2.588, 0.795], [-1.449, 2.513, 0.763], [-3.497, 0.785, -1.274], [-1.913, -3.614, -0.600], [2.990, 1.111, 2.607], [0.477, -4.279, -0.129], [-1.575, 0.246, -0.009], [1.004, -1.831, 0.236], [-1.515, 2.049, -1.591], [3.253, 0.908, 4.074], [4.050, 1.314, 1.712], [5.479, 1.327, 2.194], [-0.630, -4.926, -2.330], [-0.826, -4.655, -0.842], [-3.379, 3.031, -0.517], [-3.433, 1.252, 1.054], [5.956, 2.267, 1.913], [-2.974, 4.021, -0.729], [-1.553, -5.313, -2.762], [-1.200, -0.100, 0.958], [2.318, 0.813, 4.620], [1.280, -4.986, -0.338], [0.691, -1.732, 1.261], [-2.034, -3.380, 0.460], [-4.523, 1.299, 1.078], [-4.588, 0.830, -1.258], [3.807, 1.750, 4.493], [-1.686, -2.685, -1.128], [-0.360, -4.019, -2.870], [0.157, -5.660, -2.502], [5.566, 1.207, 3.269], [-3.185, 0.088, -2.055], [-1.136, -5.593, -0.367], [-1.108, 3.038, -1.787], [-2.873, -3.968, -0.974], [-3.074, 0.907, 2.027], [-1.018, 3.489, 0.543], [-1.249, -0.444, -0.791], [6.042, 0.526, 1.713], [-1.180, 1.363, -2.371], [-1.087, 2.173, 1.734], [3.845, 0.007, 4.246], [0.320, -4.249, 0.950], [-4.469, 3.090, -0.499]], "mulliken_spin": [1.3822, 0.6333, 0.4559, -0.0418, 0.0415, 0.1020, 0.7059, 0.1443, 0.1019, 0.1605, 0.0067, -0.0108, 0.0079, 0.0075, 0.0033, 0.0079, -0.0021, -0.0026, 0.0001, 0.2119, 0.0010, -0.0436, 0.0020, -0.0031, -0.0113, 0.0950, -0.0095, -0.0005, -0.0002, 0.0035, 0.0022, 0.0068, -0.0009, 0.0000, 0.0160, 0.0024, -0.0001, -0.0154, -0.0001, 0.0004, 0.0001, 0.0105, 0.0000, 0.0000, 0.0000, 0.0019, -0.0008, 0.0003, 0.0205, 0.0000, -0.0015, 0.0018, 0.0072, 0.0091, -0.0066, -0.0132, 0.0104, 0.0000, 0.0000], "total_energy_ev": -71868.64022, "homo_energy_ev": [-6.97, -8.92], "lumo_ev": [0.01, -2.86], "spin_multiplicity": 5, "orbital_gap_ev": [6.978, 6.068]}

Record 4
{"formula": "C15H28NO18S2", "method": "wB97M-V/def2-TZVPD", "elements": ["S", "S", "O", "O", "O", "O", "O", "O", "O", "O", "O", "O", "O", "O", "O", "O", "O", "O", "O", "O", "N", "C", "C", "C", "C", "C", "C", "C", "C", "C", "C", "C", "C", "C", "C", "C", "H", "H", "H", "H", "H", "H", "H", "H", "H", "H", "H", "H", "H", "H", "H", "H", "H", "H", "H", "H", "H", "H", "H", "H", "H", "H", "H", "H"], "coordinates": [[16.873, -11.279, 25.922], [26.612, -5.147, 30.007], [16.170, -12.508, 25.445], [26.303, -6.208, 30.892], [23.307, -11.588, 28.064], [24.503, -9.971, 27.734], [21.564, -5.056, 26.703], [26.309, -5.766, 28.457], [24.926, -10.427, 34.397], [16.661, -10.830, 27.191], [25.325, -12.119, 27.561], [22.972, -15.918, 27.090], [24.918, -11.292, 32.312], [24.936, -16.510, 27.847], [18.499, -11.551, 25.774], [21.135, -6.962, 25.735], [24.272, -9.227, 32.560], [23.313, -17.961, 28.088], [25.968, -3.868, 30.149], [21.642, -6.960, 27.967], [24.487, -11.242, 27.668], [18.971, -12.662, 26.545], [21.302, -8.278, 27.519], [24.762, -10.297, 33.180], [25.096, -15.333, 27.233], [16.567, -10.026, 24.762], [21.205, -8.340, 26.025], [28.386, -5.081, 29.974], [24.593, -10.968, 30.997], [20.481, -12.917, 26.118], [21.488, -6.285, 26.713], [23.740, -16.898, 27.626], [26.169, -7.306, 26.695], [26.161, -7.108, 28.272], [23.823, -14.846, 26.807], [24.232, -9.504, 31.148], [25.806, -14.802, 27.937], [28.720, -4.217, 29.391], [25.286, -7.611, 28.706], [21.124, -12.042, 26.275], [23.532, -13.858, 27.458], [20.369, -8.563, 28.218], [26.179, -8.428, 26.487], [28.605, -5.878, 29.699], [17.366, -9.322, 24.908], [25.324, -6.796, 25.931], [27.133, -6.990, 26.314], [26.793, -7.729, 28.788], [20.384, -8.824, 25.599], [25.822, -15.598, 26.515], [21.809, -8.979, 27.608], [23.201, -9.455, 30.794], [19.018, -12.292, 27.527], [23.761, -11.494, 30.605], [24.996, -8.882, 30.499], [18.353, -13.649, 26.555], [28.750, -4.959, 31.071], [22.350, -8.619, 25.625], [21.006, -13.829, 26.618], [16.573, -10.210, 23.780], [25.376, -10.893, 30.153], [23.791, -14.634, 25.643], [20.532, -13.270, 25.017], [15.651, -9.517, 24.968]], "nbo_charge": [2.3824, 2.3526, -0.9414, -0.9446, -0.6161, -0.5642, -0.6145, -0.7035, -0.6177, -0.9270, -0.4803, -0.4815, -0.4874, -0.4461, -0.7176, -0.4604, -0.4796, -0.6236, -0.8921, -0.4630, 0.6980, -0.0956, -0.0760, 0.9740, -0.1249, -0.8902, -0.0855, -0.7927, -0.1107, -0.6401, 0.9550, 0.9526, -0.6310, -0.0868, -0.1454, -0.1012, 0.2141, 0.2414, 0.1974, 0.2352, 0.2688, 0.1583, 0.2433, 0.1810, 0.2466, 0.2149, 0.1920, 0.1785, 0.2104, 0.1760, 0.1765, 0.2023, 0.1846, 0.2092, 0.2001, 0.2101, 0.2461, 0.1961, 0.2387, 0.2486, 0.2028, 0.1890, 0.2033, 0.2612], "total_energy_ev": -76013.68515, "homo_energy_ev": -6.12, "lumo_ev": 1.91, "orbital_gap_ev": 8.030, "charge": -1, "de_lowest_kcal_mol": 93.72}

Record 5
{"formula": "C15H29AlINO2P2", "method": "wB97M-V/def2-TZVPD", "elements": ["I", "P", "P", "Al", "O", "O", "N", "C", "C", "C", "C", "C", "C", "C", "C", "C", "C", "C", "C", "C", "C", "C", "H", "H", "H", "H", "H", "H", "H", "H", "H", "H", "H", "H", "H", "H", "H", "H", "H", "H", "H", "H", "H", "H", "H", "H", "H", "H", "H", "H", "H"], "coordinates": [[-1.143, -3.409, 1.211], [3.273, 0.400, -1.212], [-3.030, -0.813, -0.379], [-0.510, -1.052, 0.391], [-0.677, 0.523, -0.643], [1.261, -1.032, -0.165], [-0.240, -0.489, 2.230], [0.599, -0.635, 4.339], [-2.379, 0.794, 2.673], [4.283, -1.036, -1.619], [-1.111, 0.162, 3.074], [0.372, 0.702, -1.420], [1.533, 0.040, -0.925], [0.789, -1.009, 2.996], [-4.382, -1.820, 0.357], [3.512, 1.694, -2.424], [-0.600, 0.081, 4.385], [0.172, 1.022, -2.857], [3.926, 1.039, 0.354], [-2.993, -1.266, -2.165], [1.847, -1.883, 2.506], [-3.839, 0.836, -0.494], [0.890, 1.756, -3.233], [2.552, -1.361, 1.857], [3.765, -1.965, -1.357], [-4.756, 0.872, 0.111], [4.985, 0.757, 0.421], [-3.142, 1.610, -0.156], [3.857, 2.133, 0.349], [4.542, 2.056, -2.257], [2.422, -2.235, 3.370], [-2.233, 1.502, 1.842], [3.415, 1.293, -3.447], [-4.080, 0.998, -1.551], [-1.060, 0.528, 5.249], [-5.100, -1.132, 0.826], [-3.173, 0.064, 2.413], [-4.877, -2.435, -0.409], [-0.847, 1.384, -3.007], [5.217, -0.945, -1.054], [-3.940, -1.777, -2.398], [1.490, -2.781, 1.984], [2.784, 2.504, -2.241], [4.529, -1.037, -2.687], [-2.136, -1.932, -2.355], [-2.893, -0.347, -2.766], [0.305, 0.107, -3.469], [-3.913, -2.466, 1.112], [1.287, -0.880, 5.141], [3.380, 0.638, 1.217], [-2.739, 1.370, 3.543]], "nbo_charge": [-0.3593, 1.5061, 0.8740, 1.5719, -0.7397, -0.7448, -0.7927, -0.2266, -0.6906, -0.9594, 0.3697, 0.4960, -0.0061, 0.3752, -0.9415, -0.9674, -0.2159, -0.7097, -0.9500, -0.9279, -0.7034, -0.9328, 0.2563, 0.2332, 0.2948, 0.2550, 0.2802, 0.2365, 0.2787, 0.2940, 0.2580, 0.2500, 0.2839, 0.2490, 0.2554, 0.2487, 0.2623, 0.2618, 0.2729, 0.2825, 0.2639, 0.2855, 0.2752, 0.2858, 0.2384, 0.2375, 0.2757, 0.2641, 0.2578, 0.2732, 0.2647], "total_energy_ev": -54874.46829, "homo_energy_ev": [-14.01, -14.01], "lumo_ev": [-8.64, -7.86], "orbital_gap_ev": [5.373, 6.145], "charge": 2, "de_lowest_kcal_mol": 0.00}

Record 6
{"formula": "C15H29Br14Cl3", "method": "wB97M-V/def2-TZVPD", "elements": ["Br", "Br", "Br", "Br", "Br", "Br", "Br", "Br", "Br", "Br", "Br", "Br", "Br", "Br", "Cl", "Cl", "Cl", "C", "C", "C", "C", "C", "C", "C", "C", "C", "C", "C", "C", "C", "C", "C", "H", "H", "H", "H", "H", "H", "H", "H", "H", "H", "H", "H", "H", "H", "H", "H", "H", "H", "H", "H", "H", "H", "H", "H", "H", "H", "H", "H", "H"], "coordinates": [[6.064, -16.623, 12.375], [8.160, -14.814, 17.890], [0.725, -13.756, 16.873], [5.683, -8.665, 16.783], [2.829, -12.397, 10.168], [1.035, -15.980, 7.967], [0.604, -17.278, 15.361], [5.618, -12.413, 16.885], [2.598, -14.580, 19.565], [3.176, -18.790, 18.792], [9.252, -14.153, 13.504], [4.016, -9.131, 12.560], [3.393, -18.279, 10.689], [0.869, -11.584, 19.565], [4.533, -13.356, 13.744], [3.646, -15.531, 15.389], [2.546, -15.098, 12.736], [2.453, -18.520, 17.007], [2.254, -14.619, 8.590], [8.325, -14.015, 15.206], [4.599, -8.432, 15.191], [8.716, -15.176, 16.089], [3.175, -14.355, 14.172], [1.572, -13.743, 9.557], [3.360, -13.362, 18.300], [5.035, -18.121, 13.027], [1.395, -17.492, 17.088], [4.826, -9.551, 14.254], [-0.534, -13.760, 18.345], [0.089, -13.361, 19.603], [4.666, -19.050, 11.919], [4.815, -13.740, 18.021], [4.948, -14.704, 17.543], [-0.887, -14.788, 18.360], [3.266, -18.245, 16.353], [4.323, -20.008, 12.298], [9.781, -15.337, 16.127], [0.596, -17.755, 17.771], [3.570, -8.353, 15.526], [4.863, -7.466, 14.774], [1.258, -14.307, 10.428], [4.409, -10.480, 14.619], [3.101, -15.121, 9.053], [2.652, -14.081, 7.737], [4.153, -17.674, 13.474], [7.266, -14.018, 14.986], [3.299, -12.346, 18.689], [5.657, -18.602, 13.772], [5.539, -19.255, 11.301], [5.390, -13.782, 18.943], [1.738, -16.501, 17.370], [2.434, -13.690, 14.582], [0.876, -14.064, 19.876], [2.041, -19.478, 16.718], [8.200, -16.076, 15.775], [-1.359, -13.133, 18.028], [2.738, -13.360, 17.407], [-0.612, -13.356, 20.434], [0.702, -13.242, 9.152], [5.884, -9.675, 14.056], [8.594, -13.058, 15.635]], "nbo_charge": [-0.0044, -0.0062, -0.0198, -0.0081, -0.0026, -0.0048, 0.0047, 0.0007, 0.0474, -0.0129, -0.0132, 0.0014, 0.0042, -0.0187, 0.0353, -0.0042, 0.0421, -0.4397, -0.4574, -0.4457, -0.4444, -0.4526, -0.2963, -0.4467, -0.4818, -0.4611, -0.4780, -0.4614, -0.4355, -0.4835, -0.4615, -0.4595, 0.2283, 0.2347, 0.2231, 0.2305, 0.2295, 0.2275, 0.2259, 0.2282, 0.2235, 0.2338, 0.2324, 0.2285, 0.2312, 0.2347, 0.2433, 0.2293, 0.2290, 0.2271, 0.2393, 0.2289, 0.2179, 0.2290, 0.2261, 0.2330, 0.2297, 0.2358, 0.2275, 0.2276, 0.2287], "total_energy_ev": -1034187.11067, "homo_energy_ev": -9.67, "lumo_ev": 0.17, "orbital_gap_ev": 9.843, "de_lowest_kcal_mol": 32.07}